1.
Here is C5H5Cl in the gas phase in a non-equilibrium geometry from the OMol25 dataset. Energies are from the ωB97M-V functional and the def2-TZVPD basis.

The geometry in XYZ format:
```
11
Properties=species:S:1:pos:R:3
C 0.30526 1.29133 0.06957
C -0.34522 -0.62914 1.10805
C 0.08815 -0.73511 -0.99772
C -0.79702 0.18768 -0.15265
C 0.73546 -0.09195 0.26062
Cl 0.33956 -0.14881 -2.62407
H 0.66425 1.80722 -0.85605
H 0.18535 2.04723 0.92035
H -0.41068 -0.24969 2.17673
H -0.60968 -1.59654 1.07699
H -0.15542 -1.88223 -0.98181
```

Results
Orbital gap   11.2 eV
Energy relative to the best compared isomer or geometry (same formula, charge and spin)   75.10 kcal per mole
Structure (SMILES)   Cl[C@H]1[C@]23C[C@]12C3
LUMO energy   1.10 eV
Total charge   0

---

2.
Here is C5H5Cl2N3O2S in the gas phase in a non-equilibrium geometry from the OMol25 dataset. Energies are from the ωB97M-V functional and the def2-TZVPD basis.

The geometry in XYZ format:
```
18
Properties=species:S:1:pos:R:3
C 1.17502 0.63698 1.70821
C 0.54689 2.23695 -0.10019
C 1.92956 0.38684 -0.45130
C 0.28770 1.81608 1.32350
C -1.64113 -0.27820 0.70407
N 1.75802 -0.06478 0.85782
N 1.30949 1.60997 -0.86981
N 0.46574 3.01646 2.12876
O 1.45863 3.64732 1.91062
O -0.41414 3.32089 2.91989
S -1.42953 1.18340 1.76282
Cl 1.16985 0.25080 3.30814
Cl -0.26707 3.59536 -0.63958
H 2.96235 0.47722 -0.59970
H 1.35054 -0.32838 -1.07230
H -2.81294 -0.46151 0.63634
H -1.24349 -1.08039 1.34065
H -1.06989 0.00942 -0.16040
```

Results
Orbital gap (spin up / spin down)   8.6 / 5.5 eV
Energy relative to the best compared isomer or geometry (same formula, charge and spin)   33.87 kcal per mole
Spin multiplicity   3
Expectation value of S²   2.01
LUMO energy (spin up / spin down)   0.33 / -3.82 eV
Total charge   0

---

3.
Here is C5H5Cl3 in the gas phase in a non-equilibrium geometry from the OMol25 dataset. Energies are from the ωB97M-V functional and the def2-TZVPD basis.

The geometry in XYZ format:
```
13
Properties=species:S:1:pos:R:3
C -0.77117 0.93337 -0.76982
C 0.54223 -0.05308 1.47844
C -1.08579 -0.55253 -0.76613
C 0.08775 0.08178 0.05102
C 1.48264 -0.21816 0.28908
Cl -2.56170 -1.27236 -0.01797
Cl 2.58768 1.08437 -0.30970
Cl 1.98854 -1.79458 -0.17388
H -0.51574 1.20709 -1.86911
H -1.46978 1.66287 -0.24663
H 0.38313 0.86439 2.15269
H 0.22093 -0.91709 1.96680
H -0.88871 -1.02608 -1.78480
```

Results
Orbital gap   10.7 eV
Energy relative to the best compared isomer or geometry (same formula, charge and spin)   41.01 kcal per mole
Structure (SMILES)   Cl[C@H]1C[C@@]12CC2(Cl)Cl
LUMO energy   0.69 eV
Total charge   0

---

4.
Here is a molecular structure, C5H5ClFN in a non-equilibrium geometry from the OMol25 dataset. Energies are from the ωB97M-V functional and the def2-TZVPD basis.

The geometry in XYZ format:
```
13
Properties=species:S:1:pos:R:3
C -1.02458 0.39736 -0.02292
C -0.16176 -0.26529 0.97956
C -0.02249 -0.27757 -1.02880
C 1.33183 0.46837 -0.57855
C 1.14622 0.49395 0.78903
H -0.58518 -0.47467 1.99260
H -0.82561 -1.97154 -0.22141
H -0.19278 -0.66576 -2.09343
H 2.12922 0.94216 -1.17206
H 1.93943 0.83414 1.54673
N 0.03963 -1.34266 -0.05664
F -0.95459 1.81142 -0.15487
Cl -2.81931 0.05007 0.02075
```

Results
Orbital gap   10.5 eV
Energy relative to the best compared isomer or geometry (same formula, charge and spin)   57.12 kcal per mole
LUMO energy   0.91 eV
Total charge   0

---

5.
Here is 2 unconnected molecules or ions with the total composition C5H5ClN in a non-equilibrium geometry from the OMol25 dataset. Energies are from the ωB97M-V functional and the def2-TZVPD basis.

The geometry in XYZ format:
```
12
Properties=species:S:1:pos:R:3
Cl -5.76093 -9.17433 -15.18395
N -2.78372 -13.33455 -13.76449
C -2.68460 -13.85432 -12.52089
C -3.16340 -13.33464 -11.39469
C -4.03740 -12.21932 -11.58744
C -4.33024 -11.67407 -12.82059
C -3.55338 -12.23902 -13.88810
H -2.25434 -14.83981 -12.42049
H -3.10030 -13.90615 -10.48047
H -4.37250 -11.65865 -10.72735
H -5.04074 -10.87642 -12.97982
H -3.69327 -11.87471 -14.89513
```

Results
Orbital gap   7.2 eV
Energy relative to the best compared isomer or geometry (same formula, charge and spin)   10.30 kcal per mole
LUMO energy   3.36 eV
Total charge   -1

---

6.
Here is C5H5ClN2O2 in the gas phase in a non-equilibrium geometry from the OMol25 dataset. Energies are from the ωB97M-V functional and the def2-TZVPD basis.

The geometry in XYZ format:
```
15
Properties=species:S:1:pos:R:3
C -0.43797 -1.72984 -0.13742
C -1.45121 -1.03399 0.41648
C 0.77899 -0.99945 -0.36335
C 0.77471 0.36092 -0.40795
C -0.62533 0.97039 -0.57384
N -1.50173 0.31720 0.35054
N 1.85717 1.27621 -0.04324
O 2.57788 1.83898 -0.82091
O 1.73928 1.53729 1.12879
Cl 2.19245 -1.92550 -0.00436
H -0.39542 -2.72990 -0.05035
H -2.14446 -1.53544 1.08672
H -0.48675 2.04769 -0.24068
H -1.08522 0.70558 -1.57101
H -1.79240 0.89987 1.23059
```

Results
Orbital gap   8.8 eV
Energy relative to the best compared isomer or geometry (same formula, charge and spin)   122.02 kcal per mole
Structure (SMILES)   O=[N+]([O-])C1=C(Cl)C=CNC1
LUMO energy   0.20 eV
Total charge   0

---

7.
Here is a gas-phase ion, C5H5ClNO2 (charge -1) in a non-equilibrium geometry from the OMol25 dataset. Energies are from the ωB97M-V functional and the def2-TZVPD basis.

The geometry in XYZ format:
```
14
Properties=species:S:1:pos:R:3
C -0.58806 1.02489 -1.79685
C -0.25637 -0.24854 -2.15388
C -0.96361 1.04417 -0.39168
C -1.31468 -0.48865 1.37585
C 0.87430 -0.58718 0.29280
N -0.40933 0.02186 0.51016
O -1.08114 -1.45418 2.06384
O -1.80455 1.80051 0.12199
Cl 0.00364 -0.33357 -3.93763
H -1.04472 1.90420 -2.23017
H -2.17660 0.20146 1.14807
H 1.43368 0.07481 -0.36102
H 1.37481 -0.84108 1.21582
H 0.68243 -1.57906 -0.29355
```

Results
Orbital gap   7.8 eV
Energy relative to the best compared isomer or geometry (same formula, charge and spin)   38.47 kcal per mole
LUMO energy   3.75 eV
Total charge   -1

---

8.
Here is C5H5ClO in the gas phase in a non-equilibrium geometry from the OMol25 dataset. Energies are from the ωB97M-V functional and the def2-TZVPD basis.

The geometry in XYZ format:
```
12
Properties=species:S:1:pos:R:3
C -2.02163 -0.03247 1.52038
C -0.95661 -0.33663 1.06905
C 2.13812 -1.31299 0.97738
C 0.43765 -0.92584 0.55137
C 0.75739 0.05872 -0.57084
O 3.05794 -0.73137 0.59998
Cl 2.15334 -2.69689 1.98521
H -3.01543 0.03826 1.88982
H 0.06970 -1.86988 0.25600
H 1.71219 0.58868 -0.37879
H 0.03235 0.84117 -0.93508
H 1.04312 -0.27991 -1.60525
```

Results
Orbital gap   10.5 eV
Energy relative to the best compared isomer or geometry (same formula, charge and spin)   77.82 kcal per mole
Structure (SMILES)   C#C[C@@H](C)C(=O)Cl
LUMO energy   0.48 eV
Total charge   0

---

9.
Here is 2 unconnected molecules or ions with the total composition C5H5ClO in a non-equilibrium geometry from the OMol25 dataset. Energies are from the ωB97M-V functional and the def2-TZVPD basis.

The geometry in XYZ format:
```
12
Properties=species:S:1:pos:R:3
C 2.46602 0.32856 -0.50785
C 1.48000 -0.40006 -0.27519
C 4.13222 0.84262 0.66134
C 0.24529 -0.83258 -0.13661
C -0.85193 0.07875 0.43567
O -0.21587 -2.11664 -0.38711
Cl 5.32250 -0.27818 0.33766
H 4.38226 1.91693 0.30162
H -1.53350 0.44570 -0.28240
H -1.35739 -0.55362 1.11525
H -0.26224 0.98307 0.82717
H -1.13381 -2.20732 0.00110
```

Results
Orbital gap (spin up / spin down)   7.7 / 6.6 eV
Energy relative to the best compared isomer or geometry (same formula, charge and spin)   155.87 kcal per mole
LUMO energy (spin up / spin down)   -0.93 / -1.03 eV
Total charge   0

---

10.
Here is 2 unconnected molecules or ions with the total composition C5H5ClO in a non-equilibrium geometry from the OMol25 dataset. Energies are from the ωB97M-V functional and the def2-TZVPD basis.

The geometry in XYZ format:
```
12
Properties=species:S:1:pos:R:3
C 1.63969 -0.31000 -0.30800
C 0.33398 -0.10603 -0.18611
C 2.86119 -0.48339 -0.48721
C -0.90379 0.11643 -0.03018
C -1.57741 -0.34721 1.24408
O -1.54693 0.76390 -0.96781
Cl 3.03892 1.70937 -2.70743
H 3.83589 -0.86523 -0.40460
H -1.12595 -1.21302 1.84696
H -1.50616 0.71070 1.84535
H -2.60814 -0.67049 1.04047
H -2.44129 0.69497 -0.88553
```

Results
Orbital gap (spin up / spin down)   7.8 / 5.4 eV
Energy relative to the best compared isomer or geometry (same formula, charge and spin)   129.96 kcal per mole
LUMO energy (spin up / spin down)   -1.27 / -2.85 eV
Total charge   0

---

11.
Here is C5H5ClO2 in the gas phase in a non-equilibrium geometry from the OMol25 dataset. Energies are from the ωB97M-V functional and the def2-TZVPD basis.

The geometry in XYZ format:
```
13
Properties=species:S:1:pos:R:3
C -0.90674 0.24437 0.36835
C -0.26496 -1.06820 0.46121
C 0.03149 -1.67031 -0.87909
C -0.22195 1.40072 0.26290
C 1.21620 1.54543 0.15561
H -1.13281 -1.67417 0.89571
H 0.59705 -1.12181 1.13790
H -0.85009 -2.06695 -1.43114
H -0.61708 2.34956 -0.11721
H 1.86768 0.68126 0.25475
O 1.25323 -1.66619 -1.27163
O 1.59179 2.68712 0.05517
Cl -2.56380 0.35918 0.10746
```

Results
Orbital gap   9.4 eV
Energy relative to the best compared isomer or geometry (same formula, charge and spin)   41.17 kcal per mole
Structure (SMILES)   O=C/C=C(/Cl)CC=O
LUMO energy   -0.51 eV
Total charge   0

---

12.
Here is C5H5ClS in the gas phase in a non-equilibrium geometry from the OMol25 dataset. Energies are from the ωB97M-V functional and the def2-TZVPD basis.

The geometry in XYZ format:
```
12
Properties=species:S:1:pos:R:3
C -0.22637 0.84866 0.65060
C 0.13715 0.45097 1.84705
C -1.09710 0.14816 -0.32376
C -0.36793 -0.74421 -1.17849
C 0.96378 -0.88857 -1.10223
H -0.13814 -0.46512 2.34741
H 0.74180 1.08100 2.45635
H -0.89812 -1.36581 -1.89732
H 1.39010 -1.47863 -1.87282
H 1.56126 -0.39575 -0.35598
S -2.69122 0.45660 -0.57939
Cl 0.62481 2.35269 0.00859
```

Results
Orbital gap   7.8 eV
Energy relative to the best compared isomer or geometry (same formula, charge and spin)   26.23 kcal per mole
Structure (SMILES)   C=CC(=S)C(=C)Cl
LUMO energy   -1.22 eV
Total charge   0

---

Copy entry 8 word for word.
Here is C5H5ClO in the gas phase in a non-equilibrium geometry from the OMol25 dataset. Energies are from the ωB97M-V functional and the def2-TZVPD basis.

The geometry in XYZ format:
```
12
Properties=species:S:1:pos:R:3
C -2.02163 -0.03247 1.52038
C -0.95661 -0.33663 1.06905
C 2.13812 -1.31299 0.97738
C 0.43765 -0.92584 0.55137
C 0.75739 0.05872 -0.57084
O 3.05794 -0.73137 0.59998
Cl 2.15334 -2.69689 1.98521
H -3.01543 0.03826 1.88982
H 0.06970 -1.86988 0.25600
H 1.71219 0.58868 -0.37879
H 0.03235 0.84117 -0.93508
H 1.04312 -0.27991 -1.60525
```

Results
Orbital gap   10.5 eV
Energy relative to the best compared isomer or geometry (same formula, charge and spin)   77.82 kcal per mole
Structure (SMILES)   C#C[C@@H](C)C(=O)Cl
LUMO energy   0.48 eV
Total charge   0

---

> The highest energy relative to the best compared isomer or geometry (same formula, charge and spin) belongs to which entry?

number 9

---

> What is the energy relative to the best compared isomer or geometry (same formula, charge and spin) in the twelfth record?

26.23 kcal per mole

---

> total charge of number 8 (C5H5ClO)?

0